Entry 1:
Molecular formula: C5H3Cl2NS2
Method: DFT, ωB97M-V/def2-TZVPD

Properties
Net charge = 0
E_HOMO (alpha / beta) = -8.2 / -8.2 eV
Kohn-Sham gap (alpha / beta) = 6.752 / 6.751 eV
Multiplicity = 1

XYZ file:
```
13
Properties=species:S:1:pos:R:3:forces:R:3
C -0.19176 -1.18303 0.96341 2.376 1.390 -1.019
H -1.81270 -0.35164 -0.05307 -3.566 1.248 1.278
C -0.88641 -0.68019 -0.23573 2.801 -1.943 -3.134
C -0.13980 -0.00164 1.74740 -0.395 2.179 1.844
Cl 1.47874 -1.84508 0.63045 -0.039 -0.740 -0.808
S 1.32284 2.60012 -0.66323 -0.319 -0.399 -0.912
C -0.11357 0.47231 -0.81957 -0.919 0.052 -2.280
Cl 1.17436 0.18089 2.73918 0.688 0.146 1.281
H -1.02710 -1.49402 -0.94032 0.267 0.021 -0.537
C 0.66782 1.30040 -0.03137 0.254 0.228 1.029
S 0.45310 2.10673 -2.72482 0.002 -0.153 1.336
H -0.64598 -1.93631 1.49304 -1.524 -1.668 1.212
N -0.27952 0.83147 -2.10538 0.374 -0.361 0.711
```
Positions in Å, forces in eV/Å.

=====

Entry 2:
Molecular formula: C5H3ClS
Method: DFT, ωB97M-V/def2-TZVPD

Properties
Net charge = 0
E_HOMO = -9.2 eV
Relative energy (zero: lowest compared OMol25 entry of this formula, charge and spin) = 159.2 kJ/mol
Kohn-Sham gap = 7.199 eV
Multiplicity = 1

XYZ file:
```
10
Properties=species:S:1:pos:R:3:forces:R:3
S -2.72838 -0.60256 -0.23673 3.154 1.829 1.281
H -0.08827 -1.78643 0.75814 0.741 1.396 -0.007
Cl 2.67088 -0.53357 -0.22406 -0.775 0.673 0.512
H 1.26018 2.44899 -0.37643 -0.994 -1.983 1.400
H -1.60045 2.31178 -0.14303 2.229 -1.270 0.082
C 0.65635 1.55512 0.07588 -2.939 0.133 -2.516
C 0.06136 -0.67545 0.67337 -1.756 0.141 -1.986
C 1.09732 0.09186 0.22843 -0.907 -0.241 0.893
C -1.26314 0.15264 0.25367 0.289 -2.748 -0.102
C -0.77230 1.49873 -0.00501 0.958 2.072 0.444
```
Positions in Å, forces in eV/Å.

=====

Entry 3:
Molecular formula: C5H3F
Method: DFT, ωB97M-V/def2-TZVPD

Properties
Net charge = 0
E_HOMO = -10.3 eV
Relative energy (zero: lowest compared OMol25 entry of this formula, charge and spin) = 154.8 kJ/mol
Kohn-Sham gap = 10.662 eV
Multiplicity = 1

XYZ file:
```
9
Properties=species:S:1:pos:R:3:forces:R:3
C -0.04564 0.64925 1.05597 1.149 1.586 1.088
H 0.82245 2.24162 2.40671 -0.123 -0.003 0.124
F -1.68909 -0.11853 -0.43660 -0.301 1.122 -0.024
C 1.65653 -0.91238 -1.42374 -4.541 -0.708 0.525
C 0.47436 -0.60995 -1.02585 7.336 -0.700 -1.507
H -0.60261 -1.32624 0.43641 0.815 0.114 1.156
C -0.37585 -0.30826 0.09182 -3.181 -2.906 -1.791
H 2.36608 -1.67994 -1.86509 -1.026 1.760 0.681
C 0.39324 1.48656 1.79370 -0.127 -0.266 -0.251
```
Positions in Å, forces in eV/Å.

=====

Entry 4:
Molecular formula: C5H3F2N3
Method: DFT, ωB97M-V/def2-TZVPD

Properties
Net charge = 0
E_HOMO = -8.5 eV
Relative energy (zero: lowest compared OMol25 entry of this formula, charge and spin) = 0.0 kJ/mol
Kohn-Sham gap = 8.279 eV
Multiplicity = 1

XYZ file:
```
13
Properties=species:S:1:pos:R:3:forces:R:3
C 1.11885 0.78380 0.41015 -0.841 0.779 3.259
H 0.24358 1.51510 2.19584 1.256 1.180 1.290
C -1.73535 -0.49605 -0.79300 0.173 -0.474 -0.007
C -1.92377 -0.18444 0.63861 1.867 0.699 -0.949
F -2.99696 -0.62442 1.23322 -1.985 -0.928 -0.249
N -1.13528 0.43656 1.37316 -0.487 -0.466 -0.315
N -1.35423 -0.74390 -1.86230 -0.957 0.354 1.216
C 1.19640 -0.79532 -1.37130 3.555 -1.947 -0.866
H 1.54475 -1.67409 -0.73470 -1.426 0.280 -0.980
F 2.25523 1.32903 0.87397 0.583 0.088 -0.718
C 0.11364 0.95803 1.33517 -0.060 -1.265 -2.363
N 1.21203 0.30029 -0.80322 -0.505 1.962 -1.037
H 1.46112 -0.80458 -2.49561 -1.174 -0.262 1.719
```
Positions in Å, forces in eV/Å.